Computed, not measured: a structure of composition C36H54MnN5O2P2 at a distorted geometry, with ωB97M-V/def2-TZVPD.

ORCA input file:
```
! wB97M-V def2-TZVPD RIJCOSX def2/J DEFGRID3
* xyz 1 6
C -0.59 1.77 -2.52
C -2.41 1.96 -1.05
C -1.14 2.75 -3.36
C -3.10 2.78 -1.98
C -2.42 3.28 -3.08
H -0.53 3.09 -4.20
H -4.12 3.09 -1.74
H -2.82 4.08 -3.71
N -1.20 1.37 -1.38
P 1.28 -0.38 -2.15
P -1.95 1.13 1.53
C 0.84 1.28 -2.88
H 0.96 1.28 -3.98
H 1.54 2.03 -2.46
C 1.02 -1.18 0.78
O 1.69 -1.97 1.33
C -3.04 1.71 0.23
H -4.09 1.42 0.17
C -2.70 -0.35 2.68
C -2.06 2.84 2.38
C 0.60 -1.59 -3.47
C 3.18 -0.34 -2.19
C -1.98 -1.71 2.60
H -0.89 -1.66 2.74
H -2.38 -2.36 3.40
H -2.17 -2.22 1.65
C -2.59 0.10 4.14
H -1.53 0.25 4.43
H -3.14 1.02 4.36
H -2.98 -0.69 4.80
C -4.14 -0.59 2.22
H -4.49 -1.57 2.58
H -4.85 0.16 2.59
H -4.21 -0.63 1.12
C -1.06 2.87 3.55
H -0.22 2.20 3.37
H -0.65 3.89 3.65
H -1.54 2.60 4.50
C -1.69 3.95 1.36
H -0.63 3.91 1.07
H -2.30 3.88 0.45
H -1.90 4.93 1.82
C -3.54 3.06 2.81
H -4.23 2.26 2.50
H -3.62 3.19 3.90
H -3.90 3.98 2.35
C 3.64 -1.74 -1.79
H 4.73 -1.75 -1.67
H 3.20 -2.05 -0.83
H 3.40 -2.49 -2.55
C 3.66 0.65 -1.11
H 3.46 1.70 -1.40
H 3.19 0.46 -0.14
H 4.75 0.55 -0.99
C 3.81 0.09 -3.52
H 4.91 0.03 -3.42
H 3.54 -0.55 -4.36
H 3.57 1.13 -3.78
C -0.88 -1.21 -3.76
H -1.40 -2.12 -4.08
H -1.39 -0.82 -2.88
H -0.93 -0.50 -4.59
C 0.68 -3.01 -2.87
H 0.15 -3.07 -1.91
H 0.18 -3.71 -3.57
H 1.72 -3.37 -2.75
C 1.29 -1.61 -4.86
H 1.24 -0.64 -5.36
H 2.33 -1.98 -4.85
H 0.70 -2.31 -5.49
Mn -0.19 -0.03 0.03
N -1.33 -1.67 -0.46
C -2.02 -2.56 -0.89
C -3.41 -2.83 -1.28
C -3.89 -4.13 -1.45
C -4.34 -1.76 -1.41
C -5.17 -4.37 -1.97
H -3.25 -4.98 -1.21
C -5.65 -2.01 -1.87
H -4.07 -0.71 -1.21
C -6.05 -3.31 -2.20
H -5.47 -5.39 -2.23
H -6.35 -1.18 -2.01
H -7.05 -3.47 -2.62
C 3.08 4.60 0.60
N 2.71 3.34 1.24
C 3.39 2.96 2.37
C 2.97 1.85 3.04
C 1.86 1.13 2.55
N 1.34 1.39 1.32
C 1.68 2.58 0.70
O 1.09 2.99 -0.32
N 1.26 0.23 3.36
H 4.11 4.55 0.22
H 3.02 5.41 1.32
H 2.39 4.79 -0.23
H 4.20 3.63 2.67
H 3.37 1.60 4.02
H 1.76 -0.23 4.10
H 0.30 -0.07 3.20
*
```

Results
expectation value of S²: 9.090
frontier orbital gap (alpha / beta): 6.88 / 4.22 eV

=====

Computed, not measured: an isolated molecule of C5H10O2, with ωB97M-V/def2-TZVPD.

ORCA input file:
```
! wB97M-V def2-TZVPD RIJCOSX def2/J DEFGRID3
* xyz 0 1
O 2.82 -0.21 -0.70
C 1.77 -0.89 -0.04
C 0.42 -0.32 -0.41
C -0.78 -0.88 0.34
C -1.78 0.28 0.30
C -0.90 1.52 0.02
O 0.44 1.06 -0.05
H 2.66 0.73 -0.55
H 1.88 -0.82 1.06
H 1.83 -1.94 -0.33
H 0.28 -0.41 -1.51
H -0.49 -1.11 1.37
H -1.17 -1.80 -0.11
H -2.34 0.37 1.24
H -2.52 0.14 -0.50
H -0.94 2.28 0.80
H -1.18 1.99 -0.94
*
```

Results
relative energy (zero: lowest compared OMol25 entry of this formula, charge and spin): 30.7 kcal per mole
frontier orbital gap: 10.92 eV